# 1
{
  "formula": "C40H61CuO4P2S",
  "method": "ωB97M-V with the def2-TZVPD basis set",
  "e_homo_ev": [-4.70, -4.38],
  "orbital_gap_ev": [7.250, 6.688],
  "energy_ha": -4583.23723,
  "spin_multiplicity": 2,
  "charge": -1,
  "elements": ["H", "C", "H", "H", "H", "C", "H", "Cu", "C", "H", "P", "O", "H", "H", "C", "C", "H", "H", "H", "C", "C", "C", "H", "H", "C", "H", "H", "H", "H", "H", "H", "C", "C", "H", "H", "H", "P", "H", "C", "H", "C", "H", "H", "H", "H", "O", "C", "C", "O", "H", "H", "C", "H", "C", "H", "C", "C", "H", "C", "C", "C", "S", "H", "H", "C", "C", "H", "H", "H", "H", "H", "C", "H", "C", "H", "C", "H", "H", "H", "H", "C", "H", "H", "H", "C", "C", "C", "H", "C", "H", "H", "H", "H", "H", "C", "H", "C", "O", "H", "H", "C", "H", "C", "H", "C", "C", "H", "C", "C"],
  "xyz": [[3.02819, -1.32300, -3.00332], [3.92153, 2.72184, -2.21647], [4.21688, 1.62805, 0.35104], [-3.16221, 0.67834, 2.70896], [1.87467, 2.96593, -2.95082], [1.58351, -2.32786, 3.72532], [-1.84003, -1.40698, -2.35627], [-1.30073, 0.77641, 0.65366], [2.39428, 2.53188, -2.09572], [4.33247, -1.89071, -0.84453], [2.04790, -1.19562, -0.25552], [-0.83529, 1.85909, -0.90788], [0.69217, -2.63215, 1.77527], [2.62944, -0.52591, 4.30858], [-3.57732, 0.66830, -2.47068], [-2.50247, -2.95527, 0.66100], [-3.36482, 2.37121, -0.25049], [-1.32481, -2.99356, -1.76710], [-0.58906, 3.32818, 1.10415], [4.04681, -1.88113, 3.43865], [-0.83679, 6.65372, 0.44197], [-5.74418, 0.12011, -1.34395], [2.44400, 0.50671, -2.80177], [-6.61096, -0.92345, 4.67957], [-5.98994, -0.83763, 3.79613], [4.54179, -1.79149, 1.33688], [0.69041, -1.74093, 3.94156], [4.10350, -3.37238, -4.21991], [0.95572, 0.92451, -1.96545], [4.19338, 2.93416, -3.25439], [5.69152, -3.76852, -1.68285], [-4.35771, 1.99890, -0.50876], [2.59953, 0.53858, -0.61642], [4.20540, -0.23410, 2.05639], [-1.77907, -2.42196, 1.28405], [-5.80061, -1.98015, 0.62768], [-3.26429, -0.40484, 0.07073], [5.40332, -4.90122, -2.98620], [-1.64663, -1.99321, -1.45766], [2.01476, 3.05899, -1.21434], [1.68979, -2.52420, 2.20601], [1.88485, -0.44850, 1.93900], [-7.19476, -2.17638, 2.62206], [-4.59005, 0.51373, 4.70302], [4.23807, 3.59258, -1.63484], [-0.78210, 7.72769, 1.30144], [3.79425, -4.75420, -1.53629], [-0.68205, 5.47688, 1.14745], [-1.01078, 2.94973, -2.83927], [1.46569, -3.30254, 4.20980], [-4.89605, -3.00162, -0.79907], [-4.37876, -0.62457, 1.51348], [2.23157, -3.44895, 1.98945], [-5.52135, -1.43047, 1.51472], [-5.79832, -0.85964, -1.81761], [4.10045, 0.90022, -0.45868], [-4.06113, 0.07035, 2.67836], [-0.81516, -1.52554, -0.93069], [2.41230, -1.33229, 1.55979], [3.87622, -1.27557, 2.03556], [3.23273, -3.72695, -0.53685], [-0.55783, 0.74874, 2.65449], [-4.79209, 2.68801, -1.23868], [-3.59925, -3.84173, -1.63805], [-1.04622, 5.42026, -1.55370], [-4.30652, 0.59221, -1.12406], [0.48746, 7.50710, 2.91442], [4.94772, -1.47523, 3.90684], [-2.53520, 0.97430, -2.36608], [4.69174, 0.03264, -0.16306], [5.16641, -2.25424, -3.38894], [2.03599, 1.05749, -1.94902], [-4.97748, 2.01511, 0.39093], [2.81507, -1.60446, 4.29334], [-1.27537, 7.50026, 3.29064], [3.32965, -2.27922, -1.05883], [-4.22161, -2.32925, -2.28785], [2.18624, -3.96677, -0.32461], [3.00264, -5.09033, -2.21317], [2.24649, -2.86753, -2.81087], [-4.86379, -0.03241, 3.80913], [-6.31160, 0.09143, -0.41368], [-4.07367, 1.41614, -3.09618], [3.76540, -3.81202, 0.41277], [-0.89230, 4.23456, -0.84909], [-3.97684, -2.85127, -1.36343], [-0.91241, 2.91790, -1.61108], [-6.24241, 0.83336, -2.00883], [4.92086, -4.14509, -2.36246], [4.13665, -5.64328, -1.00161], [-1.17902, 5.34829, -2.62460], [2.03099, 1.08569, 0.14806], [4.68306, 0.71995, -2.51875], [-3.36436, -3.20432, 1.28145], [-6.31751, -1.54127, 2.64322], [2.98680, -1.90319, 5.33050], [4.69290, 1.48792, -1.73830], [-0.52220, 5.76165, 2.48759], [-1.14587, 7.59082, -1.46210], [5.74514, 1.73965, -1.57654], [3.16500, -2.31755, -2.58094], [-3.61836, -0.28356, -3.00330], [4.37906, -2.99660, -3.23045], [4.19830, -2.96409, 3.36684], [-0.70624, 4.24717, 0.54259], [-2.89154, -2.12475, -0.56864], [-2.03526, -3.88579, 0.32513], [-0.50400, 7.17632, 2.58842], [-1.02432, 6.66437, -0.91737]]
}

---

# 2
{
  "formula": "C40H62BBrN6O2P2Rb",
  "method": "ωB97M-V with the def2-TZVPD basis set",
  "e_homo_ev": -4.23,
  "orbital_gap_ev": 6.283,
  "energy_ha": -5346.36635,
  "charge": -1,
  "elements": ["H", "H", "H", "H", "P", "N", "C", "C", "C", "C", "C", "H", "H", "H", "H", "N", "C", "H", "H", "H", "H", "H", "C", "C", "H", "H", "C", "H", "C", "H", "H", "C", "H", "H", "H", "H", "C", "N", "N", "H", "H", "H", "H", "C", "B", "C", "P", "H", "H", "C", "C", "C", "N", "O", "Rb", "C", "C", "H", "H", "H", "H", "C", "H", "C", "H", "O", "H", "H", "H", "C", "N", "H", "H", "C", "H", "H", "H", "C", "C", "C", "C", "C", "H", "H", "C", "H", "H", "C", "C", "H", "H", "C", "H", "C", "C", "C", "C", "H", "H", "C", "H", "H", "H", "C", "H", "C", "C", "H", "H", "H", "H", "H", "H", "Br", "H"],
  "xyz": [[-1.82147, -0.94827, 2.85263], [1.15732, -2.78151, 1.77229], [-5.60346, 3.82433, -2.29147], [-5.25288, 1.80296, 1.88021], [1.30301, 1.48490, 2.05248], [4.34496, -0.75286, -2.62204], [3.16589, -1.62556, -4.18523], [4.52896, -2.30652, 1.74330], [1.93657, -2.13989, -4.86701], [-1.52570, -3.16326, -1.94581], [0.04697, 2.18651, 0.99658], [-7.17504, 2.30481, -1.04717], [-4.92617, -3.53117, -0.19162], [4.77831, -2.60547, 2.74860], [1.47841, 4.12139, -3.03240], [4.28391, -1.11486, -0.10189], [3.88519, -3.05501, 0.74070], [6.31838, 0.38848, 1.15300], [-0.31212, 3.13747, 1.39465], [1.24197, 0.84990, 4.34995], [-0.78463, 1.48539, 0.91149], [0.47043, 2.34395, 0.00523], [2.54022, 2.81833, -1.70880], [-2.82562, -1.36258, 2.80195], [6.70260, 2.04277, -1.11260], [-0.48094, -3.22703, 2.32002], [-3.92684, 0.62922, 3.76246], [-6.16916, 5.22212, -1.38045], [3.70700, 3.49520, -1.31423], [-3.95408, 0.02293, 4.67158], [-7.81381, 3.73153, -0.21017], [-4.54446, 1.60640, 1.08109], [-4.80091, -2.46817, -2.41938], [5.84031, 0.08804, -1.18924], [-0.57245, -3.08147, -2.45998], [5.72895, -0.07480, 2.75447], [4.60124, 2.49969, -0.98580], [3.08184, -1.10222, -2.97835], [3.97826, 1.30567, -1.16100], [-5.43751, -1.58238, 3.33693], [0.70379, 3.93526, -1.46532], [-3.70229, 2.69155, -1.98834], [2.97694, -4.76901, -0.13848], [0.12024, -2.92720, 1.45904], [4.65288, -0.11487, -1.25676], [5.42986, 0.11764, 1.72335], [0.03133, -4.18049, 0.09209], [-2.61133, -2.25293, -3.55232], [-5.73794, 3.93043, 2.02541], [0.52126, 1.28432, 3.65636], [6.68217, -0.80253, -3.51094], [-3.90108, -2.83383, -1.94066], [3.72712, -2.33937, -0.36024], [-1.78455, -0.63662, 0.30097], [1.13932, -0.82220, -0.72118], [4.77265, -1.08824, 1.15685], [-5.64470, 3.54375, -0.12741], [3.00275, 2.96958, 1.29818], [-6.04883, -0.29763, 2.27613], [4.30348, -5.13855, 0.97889], [2.08502, 3.68701, 2.64600], [4.49759, -1.62474, -4.64058], [-2.88571, -4.29380, 0.93367], [-2.81267, -3.85584, -0.05472], [3.89297, 4.55733, -1.30661], [1.88673, 0.20713, 1.53465], [7.16558, -1.14874, -4.42502], [7.13128, -1.32431, -2.66553], [1.16169, -1.37297, -4.91776], [-3.88463, -0.29265, 2.53230], [2.70585, 1.50803, -1.61794], [-0.27901, -1.97549, 1.10105], [4.74839, 0.96919, 1.71018], [-5.23539, -1.01083, 2.42577], [1.52005, -2.99822, -4.33609], [6.15856, 2.45741, 0.50346], [-4.53656, 4.89319, 1.16975], [-2.67742, -2.71360, -2.57639], [1.27000, 3.40536, -2.23540], [-0.45378, -5.67553, 1.04849], [-3.96774, -3.42055, -0.68335], [-5.53737, 4.46372, 1.09558], [-4.44582, 4.82960, -1.41596], [2.73219, -4.65510, 1.60782], [-5.44865, 4.40056, -1.37774], [6.90141, 0.25916, -3.38901], [-7.24625, 2.33216, 0.71326], [-2.70825, 0.23433, 0.22154], [2.53747, 2.76951, 2.26666], [-2.80278, -2.11203, 2.01995], [6.30431, 3.71967, -0.71512], [-3.67568, 0.53774, 1.25284], [-1.23657, -5.47431, 1.78251], [-1.57082, -3.72168, -0.67260], [3.44811, -4.48288, 0.79932], [-3.73069, 2.11812, -1.07249], [-2.84073, 1.07527, -0.92652], [-5.23203, -1.69904, 1.58139], [3.30060, 2.42427, 2.96499], [-7.05602, 2.94385, -0.17036], [-0.79227, -6.45581, 0.36664], [-3.04029, 1.26617, 3.80211], [-0.31807, 0.60077, 3.55060], [-4.61154, 2.42495, -0.04390], [-4.80423, 1.27764, 3.77883], [5.21531, -1.06153, -3.60706], [6.01949, 2.67916, -0.55336], [2.15971, -2.45820, -5.88632], [0.16020, 2.23574, 4.04889], [0.62623, 2.62270, -2.63159], [4.88229, -1.98511, -5.58035], [-3.05108, -1.83437, 3.76561], [0.42372, -6.04706, 1.58083], [-1.61987, 0.77495, -2.35361], [-6.25939, 5.28164, 1.02013]]
}

---

# 3
{
  "formula": "C40H62N2O12S2",
  "method": "ωB97M-V with the def2-TZVPD basis set",
  "e_homo_ev": -7.62,
  "orbital_gap_ev": 7.187,
  "energy_ha": -3369.24764,
  "smiles": "CC(=O)OCCCCCNC(=O)OCCCSC(=S)N(c1ccccc1)c1ccccc1.CCOC(C)=O.CCOC(C)=O.CCOC(C)=O.CCOC(C)=O",
  "elements": ["H", "O", "H", "N", "H", "C", "H", "H", "H", "H", "C", "C", "C", "H", "C", "C", "C", "H", "H", "H", "C", "H", "C", "H", "H", "O", "H", "C", "H", "H", "C", "H", "H", "C", "C", "H", "H", "H", "H", "H", "H", "H", "H", "H", "C", "H", "H", "C", "C", "O", "C", "H", "H", "H", "H", "N", "H", "C", "H", "H", "C", "H", "H", "C", "O", "C", "H", "H", "C", "H", "C", "O", "C", "O", "H", "C", "C", "C", "H", "C", "C", "C", "C", "C", "C", "O", "C", "O", "S", "O", "C", "H", "C", "C", "H", "H", "C", "O", "H", "H", "O", "H", "H", "H", "S", "H", "H", "C", "H", "H", "H", "H", "H", "C", "H", "O", "H", "H"],
  "xyz": [[-5.06697, -4.48741, -6.21726], [6.04833, 0.37430, 4.64300], [-5.14045, -4.16727, -11.98254], [1.94401, 5.79196, 1.44737], [-3.47797, -7.32922, -9.23152], [0.79163, 4.92086, 1.92989], [-4.06393, -1.36801, -7.38828], [3.34040, 0.03548, 7.38017], [8.39520, -2.28392, 5.61328], [4.06288, 1.87430, 6.75258], [-5.86260, -2.06283, -8.41949], [-5.91690, 3.61987, 0.62098], [4.70819, 1.89785, 5.87660], [1.80648, 6.79564, 1.70856], [-9.46990, 1.30899, 3.58746], [-7.10899, 1.89751, 2.02749], [-4.44782, 0.40650, 0.76644], [4.13185, 5.97069, 1.65097], [-2.16626, 4.47565, -0.79672], [-5.50556, -1.79358, -9.41711], [-1.49398, 5.44450, 2.03956], [-10.65661, 1.19828, 3.65362], [3.46992, 3.78055, 1.16050], [5.63854, 2.37868, 6.19520], [9.76931, -1.39167, 6.31438], [-4.24533, -4.58833, -10.19812], [10.36109, -2.78665, 4.27025], [-6.24020, 1.69214, 3.40232], [-2.67863, -1.36649, 0.58937], [9.38272, -5.63495, 4.83959], [-4.42260, -3.66232, -5.90252], [5.37149, 2.19586, 2.51726], [-6.22779, -6.38188, -12.26948], [-3.30759, -5.22238, -9.46000], [3.05706, -0.43545, 6.43409], [2.66127, 3.58003, 0.33266], [-6.33071, 1.12509, 5.84956], [-2.80607, 6.69434, 0.48643], [-3.71348, -4.02216, -5.15024], [-3.82463, -3.32461, -6.74674], [-1.78072, 4.61314, 2.83585], [-4.10167, 0.69660, 1.84587], [-5.70859, -3.13539, -8.27517], [-5.34812, -0.18373, -7.53225], [-3.57411, -0.81680, 0.03549], [8.33294, -4.23304, 4.91029], [-5.08157, 1.85581, 3.41040], [-5.26613, -2.58728, -5.28458], [-6.96115, 1.28233, 4.84826], [4.17117, -0.47538, 5.52351], [8.58170, -0.10753, 2.30008], [-3.90541, -5.40557, -12.09942], [3.27010, 5.05504, 3.12390], [5.65994, 4.41435, 1.26009], [-9.44123, 1.83759, 1.18844], [-6.57168, 2.25712, 0.66053], [10.03341, -4.03550, 3.05424], [-5.82663, -6.07656, -11.29939], [-2.60134, 3.39483, 0.68746], [-3.74034, 5.78242, 1.84551], [9.51307, -3.31876, 7.17499], [-5.48619, -0.85880, -3.34036], [2.05722, 1.26139, 5.51854], [-6.09321, 0.70797, -1.50094], [0.82770, 4.10547, 2.99483], [10.32751, -3.86483, 4.09327], [1.58652, -0.29740, 4.86128], [4.97696, 4.56106, -0.50821], [1.85337, 0.22176, 5.78787], [7.74549, -0.06399, 3.13585], [-4.72843, -5.04617, -11.47445], [7.36748, 2.24390, 1.75719], [-8.59568, 1.06799, 4.98384], [9.79174, -4.39606, 6.40819], [0.99375, 0.20187, 6.46306], [4.96883, 3.89086, 0.45356], [-2.90660, -6.61823, -9.83407], [5.03813, 0.54232, 5.32632], [8.24856, -1.61978, 7.22112], [-3.98276, -1.30535, -1.47751], [8.95349, -2.08769, 6.52658], [8.30425, 1.19943, 1.31472], [-5.23984, -0.50184, -2.23318], [-2.85268, 5.66824, 1.09031], [-5.71262, 1.16943, 0.05602], [-5.64880, -2.68608, -4.11861], [5.98753, 1.75083, 1.62198], [-5.66712, -1.54685, -6.04807], [-4.61500, 4.04177, -0.65804], [9.78286, -3.32464, 8.37618], [-8.76075, 1.69014, 2.13393], [6.26505, 2.32397, -0.67030], [-2.93506, 4.35715, 0.10858], [3.25328, 5.22804, 1.95355], [11.34619, -4.23989, 4.23796], [8.53693, -1.08243, 1.64982], [9.36934, -4.55822, 5.04170], [8.95511, 1.32009, 0.15008], [4.46051, 1.74617, -0.14945], [-9.14980, 0.77948, 5.97989], [-0.44607, 4.95239, 1.13176], [-6.94307, -1.89045, -8.37283], [-5.46510, -6.96736, -10.77910], [5.89897, 0.58051, 1.69539], [-6.45317, 4.78826, 1.78520], [-6.97249, 1.23705, -2.07851], [-6.64165, -5.66668, -10.69354], [5.43453, 2.32033, 0.15716], [-1.83916, -6.74037, -9.62453], [-3.40351, -2.19959, -2.01497], [-1.25231, 6.45626, 2.57627], [4.23950, 2.49877, 5.09285], [2.81237, -1.47719, 6.66925], [-5.15096, -1.24728, -7.35797], [-3.03721, -6.84784, -10.88978], [-2.84323, -4.68750, -8.45305], [9.63196, 0.02186, 2.84184], [3.38835, 2.92413, 1.95791]]
}